{
  "formula": "C14H46N12O22P2",
  "method": "wB97M-V/def2-TZVPD",
  "symbols": ["C", "P", "C", "P", "C", "N", "H", "H", "H", "H", "H", "H", "H", "H", "H", "H", "H", "H", "H", "C", "N", "O", "O", "H", "H", "H", "C", "N", "O", "O", "H", "H", "H", "C", "N", "O", "O", "H", "H", "H", "C", "N", "O", "O", "H", "H", "H", "C", "N", "O", "O", "H", "H", "H", "C", "N", "O", "O", "H", "H", "H", "C", "N", "O", "O", "H", "H", "H", "C", "N", "O", "O", "H", "H", "H", "C", "N", "O", "O", "H", "H", "H", "C", "N", "O", "O", "H", "H", "H", "C", "N", "O", "O", "H", "H", "H"],
  "xyz": [[-0.281597, 6.508883, 0.922516], [0.124011, 4.836736, 0.206141], [-1.529331, 3.978941, 0.279285], [0.296538, 5.228015, -2.012667], [0.300190, 5.543911, -3.894244], [-1.005137, 5.079264, -4.405751], [-0.930405, 7.008160, 0.191969], [0.650766, 7.029625, 1.093436], [-0.867309, 6.366078, 1.823967], [-2.172057, 4.437568, -0.481046], [-1.996828, 4.162317, 1.240543], [-1.416972, 2.925275, 0.059357], [-0.597812, 6.364227, -1.860750], [-0.193279, 3.900709, -2.252477], [1.692070, 5.438484, -1.904780], [0.421897, 6.622570, -4.026158], [1.101210, 4.962004, -4.341772], [-1.705121, 5.262966, -3.688916], [-1.273397, 5.634413, -5.208938], [-0.300813, 0.240023, 2.587924], [0.157253, 1.594438, 2.168678], [0.899889, 1.665704, 1.209284], [-0.245038, 2.539458, 2.819971], [0.132810, -0.506200, 1.925040], [0.030418, 0.091565, 3.612060], [-1.385122, 0.231715, 2.528484], [2.571468, 2.082698, -4.717967], [3.256955, 2.611317, -3.507861], [4.293645, 2.079354, -3.165996], [2.725986, 3.547583, -2.944115], [3.152195, 1.256890, -5.110327], [1.580428, 1.753377, -4.419868], [2.510230, 2.893363, -5.438232], [-0.238063, -4.668120, 1.692116], [-0.411076, -3.194254, 1.809919], [-1.503798, -2.771173, 2.130132], [0.563232, -2.503645, 1.573015], [-1.179026, -5.141138, 1.931010], [0.061807, -4.879197, 0.673105], [0.535866, -4.960805, 2.394764], [-2.385017, -8.525792, 0.182753], [-1.322954, -7.513745, 0.425564], [-0.780785, -7.505838, 1.518483], [-1.060724, -6.761850, -0.487972], [-2.506066, -9.123096, 1.075389], [-3.296085, -7.983653, -0.055587], [-2.065166, -9.138604, -0.653947], [1.257095, -6.602227, -3.590596], [0.257398, -7.662730, -3.881119], [-0.744244, -7.350194, -4.490450], [0.513889, -8.786903, -3.486951], [0.891234, -5.666225, -3.996811], [1.366050, -6.541221, -2.511859], [2.195628, -6.904374, -4.058136], [-3.012210, 6.936346, 3.504283], [-3.401673, 8.078476, 4.372657], [-3.642918, 9.142677, 3.845174], [-3.454400, 7.864993, 5.571794], [-3.010389, 7.268263, 2.473004], [-2.022287, 6.611740, 3.813113], [-3.747439, 6.150391, 3.657972], [0.777916, -10.653993, 1.823701], [-0.280028, -11.647915, 1.493224], [-1.272531, -11.261121, 0.899851], [-0.080217, -12.790742, 1.840202], [0.470281, -9.681838, 1.460510], [0.890392, -10.648407, 2.903402], [1.692802, -10.983533, 1.340773], [6.105301, 1.552820, -6.818056], [5.010937, 0.600977, -7.155599], [4.061249, 1.033707, -7.780373], [5.143830, -0.543308, -6.777150], [5.847396, 2.526995, -7.215914], [6.189249, 1.579880, -5.734750], [7.017057, 1.173773, -7.269218], [-0.893412, 8.499574, 7.846258], [0.292397, 7.651063, 7.546291], [0.155572, 6.752106, 6.741196], [1.322308, 7.920408, 8.131934], [-1.730156, 8.145133, 7.255282], [-1.097337, 8.410949, 8.908987], [-0.635636, 9.521365, 7.584927], [-6.690113, 5.516067, 6.720334], [-5.869701, 5.139342, 5.538501], [-5.048100, 4.257781, 5.673869], [-6.079578, 5.751576, 4.508281], [-6.393225, 4.893866, 7.555883], [-6.500176, 6.565680, 6.923851], [-7.731252, 5.353633, 6.458698], [3.625766, -9.695913, -5.526651], [4.315566, -9.055619, -4.374311], [5.410236, -9.466937, -4.063545], [3.715952, -8.154527, -3.813221], [4.267536, -10.474325, -5.920968], [2.689575, -10.104767, -5.155693], [3.444519, -8.923282, -6.268113]],
  "atomic_forces_ev_per_a": [[-0.561, -0.936, -1.091], [0.619, -0.648, 1.111], [0.230, 1.168, -0.659], [-0.203, 0.352, -0.313], [-0.737, -0.235, 0.434], [0.329, 0.192, 0.172], [0.133, 0.476, 0.090], [-0.048, 0.316, 0.139], [0.258, 0.054, 0.245], [-0.252, -0.171, -0.050], [0.047, -0.265, 0.209], [-0.016, -0.189, 0.122], [-0.107, -0.046, -0.167], [0.029, 0.007, 0.045], [-0.062, 0.139, 0.063], [0.379, 0.034, -0.087], [0.181, 0.153, -0.151], [-0.163, -0.015, -0.151], [-0.101, -0.112, -0.044], [0.112, -0.109, -0.243], [0.082, -0.051, -0.018], [-0.139, -0.015, 0.165], [0.051, -0.073, -0.052], [-0.101, 0.387, 0.176], [-0.089, 0.060, 0.032], [-0.008, 0.038, 0.098], [0.044, -0.148, -0.123], [0.012, -0.057, 0.049], [-0.059, 0.124, -0.059], [0.237, -0.228, -0.077], [0.012, -0.019, 0.059], [-0.038, 0.127, 0.008], [-0.100, 0.030, 0.043], [-0.064, 0.145, 0.107], [0.046, -0.034, -0.003], [0.112, 0.025, -0.023], [-0.077, -0.361, -0.046], [-0.059, 0.084, 0.033], [0.075, -0.008, -0.003], [0.057, 0.014, -0.060], [-0.221, -0.010, 0.102], [-0.133, -0.298, 0.026], [0.034, -0.022, -0.218], [0.131, 0.053, 0.029], [0.076, 0.008, 0.026], [0.063, 0.043, -0.122], [-0.011, 0.056, -0.051], [0.065, 0.307, -0.198], [-0.067, 0.042, 0.033], [0.085, -0.118, 0.041], [-0.050, 0.084, -0.047], [-0.116, -0.054, 0.004], [0.065, -0.119, 0.001], [-0.352, 0.090, 0.243], [-0.027, -0.098, -0.159], [-0.025, 0.041, -0.074], [0.026, -0.096, 0.127], [-0.041, 0.031, -0.055], [-0.022, 0.117, 0.037], [-0.056, -0.037, 0.136], [0.049, -0.027, 0.098], [-0.013, 0.175, -0.084], [-0.098, -0.159, -0.036], [0.235, -0.032, 0.120], [-0.034, 0.106, -0.031], [-0.059, 0.005, 0.005], [0.048, -0.083, -0.003], [0.009, -0.076, 0.072], [0.011, 0.169, -0.001], [0.033, 0.064, -0.054], [0.031, -0.096, 0.105], [-0.073, 0.075, -0.040], [-0.052, -0.029, -0.030], [0.042, -0.091, -0.001], [0.011, -0.070, 0.081], [-0.216, -0.049, -0.110], [0.046, -0.054, -0.032], [0.050, 0.104, 0.080], [-0.100, -0.043, -0.059], [0.037, -0.028, -0.031], [0.100, 0.067, 0.024], [0.055, 0.010, 0.091], [0.004, -0.055, 0.162], [0.106, -0.049, -0.003], [-0.082, 0.121, -0.066], [0.047, -0.030, 0.061], [0.047, -0.030, -0.041], [-0.046, 0.024, -0.082], [0.001, 0.087, -0.055], [0.027, -0.151, -0.084], [0.024, -0.012, 0.055], [-0.114, 0.066, 0.013], [0.452, -0.287, -0.081], [0.049, 0.018, 0.041], [-0.042, 0.113, 0.006], [-0.071, 0.027, 0.051]],
  "mulliken_charge": [-0.683, 0.328, -1.262, 0.149, -0.379, -0.650, 0.359, 0.389, -0.224, 0.477, 0.388, 0.283, -0.060, 0.020, -0.049, 0.410, 0.139, 0.239, 0.239, -0.839, 0.809, -0.491, -0.478, 0.373, 0.296, 0.319, -0.773, 0.851, -0.541, -0.490, 0.265, 0.315, 0.296, -0.765, 0.979, -0.545, -0.572, 0.331, 0.248, 0.294, -0.794, 0.933, -0.562, -0.505, 0.336, 0.323, 0.289, -0.618, 0.940, -0.550, -0.538, 0.340, 0.214, 0.258, -0.692, 0.959, -0.558, -0.571, 0.321, 0.252, 0.242, -0.524, 0.906, -0.528, -0.542, 0.101, 0.283, 0.296, -0.694, 0.844, -0.495, -0.516, 0.298, 0.278, 0.290, -0.468, 0.885, -0.510, -0.544, 0.113, 0.282, 0.268, -0.744, 0.892, -0.517, -0.513, 0.311, 0.288, 0.290, -0.706, 0.883, -0.529, -0.551, 0.317, 0.267, 0.274],
  "homo_lumo_gap_ev": 6.29,
  "homo_energy_ha": -0.24751,
  "smiles": "C[N+](=O)[O-].C[N+](=O)[O-].C[N+](=O)[O-].C[N+](=O)[O-].C[N+](=O)[O-].C[N+](=O)[O-].C[N+](=O)[O-].C[N+](=O)[O-].C[N+](=O)[O-].C[N+](=O)[O-].C[N+](=O)[O-].CP(C)[PH3]CN",
  "fmax_ha_per_bohr": 0.030,
  "mol_weight_da": 796.5,
  "lumo_ev": -0.44,
  "total_energy_ha": -3554.90902
}